{"formula": "C6H14NO", "method": "ωB97M-V/def2-TZVPD", "elements": ["C", "C", "C", "N", "C", "C", "C", "O", "H", "H", "H", "H", "H", "H", "H", "H", "H", "H", "H", "H", "H", "H"], "coordinates": [[1.751, -0.016, -0.320], [1.728, 0.994, 0.820], [0.346, -0.231, -0.925], [0.216, 0.847, -2.081], [-2.164, 1.124, -1.558], [-0.993, 0.408, -2.184], [-0.380, -1.642, 2.490], [0.647, -0.840, 2.860], [2.432, 0.327, -1.106], [2.127, -0.995, -0.017], [2.734, 1.285, 1.127], [1.161, 0.502, 1.666], [1.171, 1.895, 0.534], [-0.324, -0.128, -0.065], [0.285, -1.240, -1.312], [-0.974, -2.045, 3.336], [-2.697, 1.772, -2.243], [-1.746, 1.716, -0.741], [-2.873, 0.419, -1.116], [-1.205, -0.455, -2.856], [-1.127, -1.136, 1.813], [-0.116, -2.562, 1.877]], "mulliken_charge": [-0.602, -1.003, -0.128, -0.726, -1.192, 0.335, -0.552, -0.876, 0.384, 0.318, 0.356, 0.215, 0.271, 0.017, 0.282, 0.293, 0.366, 0.325, 0.300, 0.439, 0.041, 0.136], "molar_mass_g_mol": 116.18, "e_above_lowest_kcal_mol": 98.0, "charge": -1}